{
  "formula": "C46H66N11O6P",
  "method": "wB97M-V/def2-TZVPD",
  "elements": ["C", "O", "C", "C", "N", "H", "H", "C", "C", "O", "C", "H", "H", "H", "H", "H", "H", "H", "H", "H", "H", "H", "H", "H", "H", "P", "O", "O", "O", "O", "N", "C", "C", "C", "C", "H", "H", "H", "H", "H", "N", "C", "C", "C", "C", "H", "H", "H", "H", "H", "N", "C", "C", "C", "C", "H", "H", "H", "H", "H", "N", "C", "C", "C", "C", "H", "H", "H", "H", "H", "N", "C", "C", "C", "C", "H", "H", "H", "H", "H", "N", "C", "C", "C", "C", "H", "H", "H", "H", "H", "N", "C", "C", "C", "C", "H", "H", "H", "H", "H", "N", "C", "C", "C", "C", "H", "H", "H", "H", "H", "N", "C", "C", "C", "C", "H", "H", "H", "H", "H", "N", "C", "C", "C", "C", "H", "H", "H", "H", "H"],
  "positions_angstrom": [[54.45500, 12.10000, 35.76900], [55.84400, 11.91000, 35.76700], [56.64600, 12.19100, 34.67600], [58.16200, 11.99900, 34.96800], [59.03500, 12.49800, 33.93800], [59.99300, 11.93600, 33.91400], [58.78500, 12.36200, 32.81400], [59.59400, 13.92000, 33.99100], [60.19000, 14.27800, 32.68700], [60.95300, 15.44700, 32.70400], [61.38200, 15.85700, 31.40000], [54.33800, 13.23500, 35.77600], [53.89200, 11.72300, 36.66800], [54.12000, 11.34100, 34.94600], [56.47100, 13.12800, 34.25000], [56.30900, 11.50100, 33.85700], [58.53800, 10.87900, 35.05400], [58.43800, 12.39200, 35.88200], [60.14900, 14.17500, 34.75000], [58.74200, 14.45100, 34.19900], [59.58700, 14.13400, 31.59600], [60.81900, 13.47000, 32.61700], [60.57800, 15.95800, 30.68600], [61.86100, 15.01800, 30.96600], [61.88200, 16.79900, 31.32100], [58.94300, 10.61800, 31.05100], [58.03000, 9.57100, 31.53700], [58.92400, 10.83500, 29.49800], [60.29400, 10.36500, 31.69200], [58.45900, 11.87600, 31.71600], [55.44100, 10.03100, 31.68400], [54.73500, 8.94300, 32.01400], [53.41400, 9.26100, 32.08700], [53.39500, 10.79100, 32.06500], [54.67400, 11.18000, 31.82700], [56.50500, 9.93400, 31.58000], [55.10600, 7.90300, 31.82400], [52.63400, 8.58300, 32.05100], [52.63800, 11.40400, 32.06100], [55.02400, 12.04400, 31.84400], [59.83000, 9.21600, 27.86500], [59.17900, 8.22500, 27.11600], [60.14900, 7.67200, 26.31800], [61.46400, 8.20500, 26.74400], [61.27200, 9.13600, 27.58900], [59.45500, 9.85000, 28.58900], [58.12100, 8.22900, 27.29200], [59.90500, 7.19400, 25.46500], [62.57600, 8.00600, 26.54900], [61.85400, 9.87600, 28.20600], [56.89700, 10.58900, 27.88800], [56.99700, 10.43400, 26.52300], [55.78000, 10.15800, 26.05300], [54.73500, 10.30400, 27.29000], [55.54900, 10.51200, 28.38800], [57.85200, 10.91000, 28.46400], [57.80600, 10.71700, 26.05900], [55.63900, 9.90000, 24.94500], [53.71800, 10.27700, 27.34300], [55.32500, 10.73600, 29.36600], [59.63900, 12.64500, 28.19700], [60.14700, 12.44200, 26.89500], [60.47800, 13.58000, 26.36300], [59.97500, 14.66900, 27.40100], [59.47200, 13.98300, 28.47500], [59.48300, 12.00800, 28.95000], [60.33500, 11.33000, 26.60500], [61.14000, 13.90800, 25.49000], [60.06200, 15.82600, 27.22100], [58.92100, 14.35500, 29.33600], [61.44500, 10.66200, 33.93700], [61.25000, 10.11700, 35.19300], [61.90600, 10.74600, 36.13100], [62.87400, 11.68000, 35.35100], [62.47600, 11.57900, 34.01700], [60.96200, 10.27500, 32.95600], [60.71300, 9.18800, 35.13400], [62.08300, 10.64900, 37.32800], [63.74000, 12.17700, 35.68600], [62.73000, 12.25100, 33.09900], [61.47000, 8.28300, 31.57800], [61.19000, 7.10600, 30.85300], [62.06300, 6.21300, 31.21700], [63.12300, 6.68500, 32.16900], [62.55900, 7.88600, 32.51200], [61.16200, 9.33300, 31.72300], [60.54300, 7.13800, 29.88200], [62.15600, 5.34300, 30.63200], [63.80600, 6.01800, 32.60200], [62.88000, 8.70800, 33.29300], [57.43000, 7.21200, 30.76900], [58.10200, 5.94000, 31.01500], [57.54600, 5.09300, 30.22500], [56.46400, 5.73700, 29.37700], [56.60600, 7.11700, 29.67900], [57.76600, 7.93900, 31.14900], [58.92100, 5.77700, 31.59700], [57.57800, 3.97400, 30.24100], [55.70300, 5.28900, 28.60100], [56.15000, 7.97800, 29.17700], [57.84700, 8.53100, 33.67500], [56.96000, 8.72800, 34.63100], [57.23700, 7.84500, 35.68200], [58.60500, 7.25400, 35.28400], [58.85200, 7.71100, 34.00900], [57.82200, 8.88100, 32.62300], [56.09100, 9.39400, 34.27600], [56.70700, 7.79500, 36.45100], [59.21600, 6.64100, 35.86300], [59.50300, 7.52300, 33.13600], [62.58400, 11.20300, 30.43200], [63.74200, 10.44600, 30.30700], [64.73100, 11.24600, 29.69100], [63.96500, 12.53800, 29.18000], [62.68400, 12.40800, 29.72200], [61.57000, 10.80900, 31.03400], [63.81800, 9.27600, 30.46400], [65.79600, 10.95300, 29.74800], [64.22900, 13.44100, 28.68600], [61.75700, 13.00100, 29.85900], [57.02000, 13.67700, 31.12500], [56.73500, 14.82700, 31.93800], [55.96200, 15.69100, 31.03600], [55.91700, 15.00000, 29.76300], [56.43900, 13.75000, 29.90700], [57.62700, 12.66300, 31.37600], [57.15300, 15.12100, 32.83500], [55.66500, 16.87300, 31.36600], [55.51100, 15.28500, 28.78000], [56.69200, 12.87400, 29.43500]],
  "total_charge": -2,
  "energy_ev": -86723.813,
  "e_above_lowest_kj_mol": 348.8,
  "spin_multiplicity": 1
}



{
  "formula": "C36H40As2OsP2",
  "method": "wB97M-V/def2-TZVPD",
  "elements": ["Os", "C", "C", "As", "C", "C", "C", "C", "C", "C", "C", "C", "C", "C", "C", "C", "As", "C", "C", "C", "C", "C", "C", "C", "C", "C", "C", "C", "C", "H", "H", "H", "H", "H", "H", "H", "H", "H", "H", "H", "H", "H", "H", "H", "H", "H", "H", "H", "H", "H", "H", "H", "H", "C", "P", "C", "C", "C", "C", "C", "C", "C", "P", "C", "C", "H", "H", "H", "H", "H", "H", "H", "H", "H", "H", "H", "H", "H", "H", "H", "H"],
  "positions_angstrom": [[-11.41272, -12.97401, -11.96659], [-11.00862, -16.16511, -13.89078], [-10.95700, -15.08147, -14.96376], [-11.75228, -13.34790, -14.45959], [-13.29545, -13.17041, -15.44853], [-13.86464, -14.32772, -16.13207], [-14.89372, -13.99385, -16.95807], [-15.45907, -12.69094, -17.04825], [-14.93384, -11.52120, -16.30043], [-13.82164, -11.85445, -15.51709], [-10.51548, -12.13000, -15.43618], [-9.17200, -11.96915, -15.10958], [-8.20350, -11.11978, -15.90865], [-8.66841, -10.42686, -16.97818], [-10.05746, -10.53852, -17.33930], [-10.95806, -11.44770, -16.54853], [-10.46761, -15.48480, -12.16466], [-11.14317, -16.74142, -10.83791], [-12.44412, -16.57071, -10.33742], [-13.02366, -17.65552, -9.75368], [-12.38952, -18.94698, -9.57279], [-11.08288, -19.03750, -10.00544], [-10.52730, -17.93517, -10.74003], [-8.56114, -15.74619, -11.91552], [-7.70080, -15.48571, -12.95694], [-6.29194, -15.66722, -12.89086], [-5.75036, -16.02275, -11.63986], [-6.64032, -16.27532, -10.48986], [-7.99980, -16.08133, -10.67974], [-10.41181, -16.98773, -14.22601], [-12.03333, -16.62582, -13.67548], [-11.42600, -15.37699, -15.92066], [-9.90931, -14.90743, -15.13767], [-13.55353, -15.32466, -15.94294], [-15.24898, -14.79215, -17.55986], [-16.23526, -12.48802, -17.76399], [-15.34704, -10.52612, -16.42265], [-13.29846, -11.00200, -15.01882], [-8.80287, -12.52768, -14.18284], [-7.19805, -11.20258, -15.59612], [-7.95662, -9.82455, -17.53197], [-10.49274, -10.10130, -18.20767], [-11.97843, -11.51583, -16.87734], [-13.10179, -15.74024, -10.54603], [-14.06577, -17.49457, -9.45191], [-12.89063, -19.84047, -9.27652], [-10.52160, -19.94543, -10.02978], [-9.57197, -18.08878, -11.24567], [-8.07420, -15.26559, -13.96238], [-5.74242, -15.51454, -13.86693], [-4.68401, -16.24970, -11.55710], [-6.20638, -16.61961, -9.50349], [-8.64268, -16.27980, -9.79383], [-9.28489, -13.05676, -9.25088], [-10.99803, -12.69398, -9.65568], [-12.06313, -13.37245, -8.38553], [-11.10417, -10.90098, -9.22628], [-10.68208, -10.51674, -7.86911], [-10.67552, -9.17662, -7.54676], [-10.80980, -8.17959, -8.51081], [-11.19363, -8.58530, -9.82988], [-11.34760, -9.97338, -10.15154], [-12.03724, -10.58256, -11.77216], [-11.15699, -9.38921, -12.95693], [-13.80877, -10.17612, -11.65352], [-8.95490, -12.73938, -8.31011], [-8.60189, -12.59543, -9.99805], [-9.15444, -14.07409, -9.48606], [-11.72232, -12.90660, -7.43160], [-11.87409, -14.43952, -8.36828], [-13.10615, -13.16402, -8.63174], [-10.37327, -11.28285, -7.12487], [-10.31939, -8.89053, -6.57252], [-10.67080, -7.12527, -8.23743], [-11.32251, -7.79890, -10.54644], [-11.45870, -8.37373, -12.66831], [-11.34332, -9.55221, -14.01178], [-10.10429, -9.56639, -12.80225], [-14.00981, -9.13003, -11.76389], [-14.21874, -10.48474, -10.69523], [-14.23183, -10.71121, -12.53600]],
  "total_charge": 4,
  "energy_ev": -180658.106,
  "spin_multiplicity": 5
}



{
  "formula": "C21H28N4O2S",
  "method": "wB97M-V/def2-TZVPD",
  "elements": ["C", "C", "C", "C", "N", "C", "H", "H", "H", "C", "H", "C", "N", "C", "O", "C", "C", "C", "C", "N", "N", "C", "C", "C", "C", "C", "C", "C", "H", "O", "C", "H", "H", "H", "H", "H", "H", "C", "H", "H", "H", "S", "H", "H", "H", "H", "H", "H", "H", "H", "H", "H", "H", "H", "H", "H"],
  "positions_angstrom": [[-1.72408, -1.92475, -2.12807], [-2.27465, -0.51756, -1.93548], [-3.80093, -0.49030, -1.94032], [-4.33008, 0.91994, -1.66459], [-3.94708, 1.36576, -0.33405], [-3.61833, 2.77293, -0.25702], [-2.91276, 3.01786, -1.04834], [-4.50217, 3.42390, -0.35372], [-3.13081, 2.97593, 0.69452], [-4.89336, 0.96191, 0.68604], [-5.28260, -0.02390, 0.41737], [-4.22466, 0.85642, 2.06487], [-3.03704, 0.04479, 1.99747], [-1.80395, 0.60886, 1.93166], [-1.58774, 1.77798, 2.19574], [-0.71700, -0.30545, 1.55234], [0.56354, 0.07294, 1.28032], [1.37995, -1.01241, 0.88405], [0.65387, -2.21281, 0.88563], [1.47116, -3.20984, 0.51370], [2.69559, -2.72559, 0.26970], [2.68365, -1.41348, 0.47828], [3.88224, -0.61515, 0.29456], [5.11433, -1.25003, 0.11632], [6.25459, -0.49623, -0.05395], [6.20331, 0.89038, -0.05266], [4.98121, 1.53035, 0.11831], [3.82554, 0.77127, 0.29092], [2.89122, 1.29346, 0.40923], [4.80200, 2.88190, 0.13113], [5.92562, 3.71079, -0.03159], [5.54822, 4.73118, 0.01526], [6.65738, 3.55991, 0.76901], [6.40910, 3.54907, -1.00086], [7.11423, 1.45216, -0.18668], [7.20824, -0.98532, -0.18983], [5.14860, -2.32711, 0.11675], [1.17374, -4.60225, 0.35783], [0.39233, -4.74305, -0.39204], [0.83712, -5.02922, 1.30489], [2.08561, -5.09920, 0.03504], [-0.98652, -2.04215, 1.35302], [0.86883, 1.09891, 1.36965], [-3.15628, -0.88331, 1.61992], [-4.92959, 0.42021, 2.77947], [-3.91277, 1.83718, 2.42643], [-5.74964, 1.65698, 0.75929], [-3.89023, 1.59894, -2.39787], [-5.42351, 0.94449, -1.80545], [-4.17630, -1.18110, -1.18215], [-4.17564, -0.82652, -2.90972], [-1.92378, -0.10355, -0.98896], [-1.90171, 0.12750, -2.73390], [-2.08028, -2.58739, -1.34149], [-2.04149, -2.33172, -3.08623], [-0.63625, -1.91454, -2.10373]],
  "energy_ev": -43121.799,
  "e_above_lowest_kj_mol": 216.5,
  "smiles": "CCCCN(C)CCNC(=O)c1cc2c(-c3cccc(OC)c3)nn(C)c2s1",
  "spin_multiplicity": 1
}